Entry from the Open Molecules 2025 dataset: a molecular structure, C51H52CuN7P2SSe at a distorted geometry (ωB97M-V/def2-TZVPD).

Geometry as ORCA input:
```
! wB97M-V def2-TZVPD RIJCOSX def2/J DEFGRID3
* xyz 0 1
H 1.8609 -0.1823 5.8864
N -1.8500 2.4096 -0.3479
H -1.6633 -3.6319 4.9180
H -4.6294 3.1226 -0.6937
C 2.3372 1.7491 5.3308
C 0.9297 5.4931 -0.2099
C 3.0070 -7.6204 -0.6702
H 5.2002 -1.8211 2.2946
H 3.5003 -8.5785 -0.7870
H 1.9997 2.0943 6.3037
C -0.1531 -2.0722 -3.6208
C -1.9875 4.3995 -3.2901
C -0.5388 2.3499 -0.6972
C -2.4909 1.7263 0.7713
N 3.6938 4.8738 2.8369
C 1.9828 5.0865 -1.2447
C 0.1264 -3.6653 1.4668
C 1.7199 -0.4087 2.7973
C -1.0463 -2.0463 -4.6881
C 1.8627 -7.5171 0.1089
H 3.0200 6.1920 4.2701
H -3.9152 3.2302 1.3430
H -1.5352 4.1673 1.6093
C -4.2651 4.2910 -2.4629
H 4.4117 -6.5660 -1.9087
S -1.8986 1.7024 -4.7529
H 1.0147 -3.0423 -7.1928
H -2.9603 -3.2734 2.8355
C 1.7461 -5.1434 -0.3405
C 2.6834 4.1522 4.8652
P -0.6482 -1.7441 -1.8727
C -1.1640 -3.6385 3.9559
C -2.0991 3.6733 2.4072
C -1.6212 3.6042 -2.2142
C 3.5202 -6.4920 -1.2970
H -1.3420 -2.3949 -6.7820
C 3.1262 5.1431 4.0123
H -6.1768 -3.0640 -1.1835
H 2.2298 4.3906 5.8188
H 3.4706 -1.9178 0.5150
C -3.3240 4.7427 -3.3945
C 1.6006 -2.7412 -5.1475
H -2.3459 -4.0038 -2.8332
H -0.5175 3.7812 3.8815
Cu 0.6515 -0.9785 -0.1302
Se 0.8351 1.5528 0.2696
H -5.3055 4.5652 -2.5831
H 1.8808 -2.4231 -3.0450
N -0.1213 -3.4204 -1.3527
H 4.2852 3.3362 1.5993
C 2.8350 2.8323 4.4532
H -1.2699 4.7014 -4.0401
H -2.0717 -1.7374 -4.5321
C 1.1751 -2.4125 -3.8683
H 1.5564 2.5200 -2.1660
C 0.2085 -3.8616 3.8805
H 0.6720 5.3433 -2.9391
C 2.2496 0.4447 5.0873
C -5.1359 -2.8069 -1.3382
C -1.1343 3.0247 3.3948
H 2.6363 5.9414 -1.4290
H 0.7072 -0.0381 2.9032
C -2.9715 -3.3334 -2.2566
H 2.2223 4.6221 -3.3371
C -3.8941 3.4915 -1.3953
C -1.8895 -3.4376 2.7913
H -2.6648 4.4564 2.9162
C -1.5469 0.8100 -3.4557
C -0.6286 -2.4017 -5.9664
H -0.4274 -4.2914 -1.7651
C 0.8446 -3.8691 2.6490
C -2.4413 -2.1569 -1.7336
C 4.2166 -1.4069 2.4691
C -3.0886 2.6852 1.8003
H -1.7440 1.0733 1.2149
C -2.5486 3.1680 -1.2849
H -5.2604 -0.9574 -0.2570
C -4.3095 -3.6536 -2.0670
N 3.4203 2.5497 3.2880
C 3.2584 -1.4593 1.4726
H 0.7830 -4.0219 4.7857
H 1.9180 -4.0382 2.6029
H 0.1953 6.1800 -0.6410
H 1.4568 -8.3977 0.5938
N -1.2898 0.1669 -2.5038
C 3.8927 -0.8079 3.6717
C 2.8959 -5.2628 -1.1257
H -3.2847 1.0996 0.3613
C 1.4203 4.6238 -2.5945
H -3.5154 2.0689 2.5966
C 3.8149 3.5799 2.5459
P 1.0283 -3.4621 -0.1369
C -4.6192 -1.6305 -0.8149
H -1.8192 -3.2995 0.6456
C 0.6930 -2.7557 -6.1982
H 0.6199 2.8769 -3.6159
C -3.2844 -1.3087 -1.0220
C 2.6279 -0.2664 3.8373
H 0.3416 -6.2158 0.8821
H -2.8772 -0.3845 -0.6316
N 2.0211 -0.9916 1.6337
C 1.2348 -6.2869 0.2726
H -0.4596 2.3276 2.8925
H -4.7083 -4.5658 -2.4932
H 3.3005 -4.3778 -1.6074
H 4.6246 -0.7286 4.4671
H 2.6398 -2.9915 -5.3241
N -0.3927 3.0765 -1.8262
H -3.6512 5.3531 -4.2270
H -1.6802 2.4818 4.1732
H 1.4026 5.9933 0.6390
H 0.3962 4.6277 0.1872
H 2.6084 4.2944 -0.8214
C 0.8402 3.2118 -2.6009
C -1.2471 -3.4503 1.5532
*
```

Calculated values
**HOMO-LUMO gap**: 6.85 eV

Atomic partial charges in e from the Mulliken method, atoms 1 to 4: 0.47, 2.07, 0.39, 0.42


Entry from the Open Molecules 2025 dataset: 2 unconnected molecules or ions with the total composition C4H7NO (ωB97M-V/def2-TZVPD).

Geometry as ORCA input:
```
! wB97M-V def2-TZVPD RIJCOSX def2/J DEFGRID3
* xyz 0 1
C -0.7263 -0.1228 1.5613
H -1.9176 0.4224 -0.8771
H -1.2238 -1.0453 1.2748
N -0.8857 -0.3548 -2.5546
H 2.6006 -0.6405 -0.4087
H -1.7976 -0.3829 -3.0043
H -0.7922 0.1916 2.5973
C -1.0003 0.1073 -1.3903
C 2.6405 0.0476 0.4640
O 0.1135 0.2994 -0.6376
C -0.0424 0.6165 0.6946
H 2.5303 -0.6569 1.3208
H 0.5009 1.5183 0.9598
*
```

Calculated values
**HOMO-LUMO gap (spin up / spin down)**: 8.80 / 8.73 eV

Atomic partial charges in e from the Mulliken method, atoms 1 to 4: -0.52, 0.34, 0.28, -0.58


Entry from the Open Molecules 2025 dataset: a molecular structure, C3H5N3 at a distorted geometry (ωB97M-V/def2-TZVPD).

Geometry as ORCA input:
```
! wB97M-V def2-TZVPD RIJCOSX def2/J DEFGRID3
* xyz 0 1
H 0.3341 1.0192 -2.5004
N -0.5250 1.0259 -0.1093
C 0.5091 -1.0291 0.0667
C -0.0804 -0.9677 1.3260
H 1.3784 -0.2642 -2.3440
H -0.8133 -1.7621 1.4801
H 0.4426 -0.7489 2.2892
N -1.0038 0.6632 0.9867
C 0.3130 0.0789 -0.6895
N 0.9476 0.5164 -1.8686
H -1.5024 1.4683 1.3629
*
```

Calculated values
**HOMO-LUMO gap**: 8.16 eV

Atomic partial charges in e from the Mulliken method, atoms 1 to 4: 0.26, -0.34, -0.52, -0.12


Entry from the Open Molecules 2025 dataset: a gas-phase ion, C3H10NS (charge +1) at a distorted geometry (ωB97M-V/def2-TZVPD).

Geometry as ORCA input:
```
! wB97M-V def2-TZVPD RIJCOSX def2/J DEFGRID3
* xyz 1 1
H -0.8014 -1.2088 -1.3822
S -0.0094 0.1879 0.4957
H -1.6518 2.4329 0.8397
N 0.6583 -2.5636 -0.6869
H 0.6107 -3.0179 0.2573
H 0.3755 2.7010 -0.1693
H 1.9095 1.7863 -0.4974
H -1.2038 1.4905 2.3641
H 0.8728 -0.7220 -1.7379
H -2.4596 0.8233 1.4493
C 0.2293 -1.2607 -0.9981
C -1.5890 1.4691 1.4034
H 0.4652 1.4942 -1.5616
H 0.2172 -3.2102 -1.3631
C 0.8944 1.8532 -0.6255
*
```

Calculated values
**HOMO-LUMO gap**: 8.06 eV

Atomic partial charges in e from the Mulliken method, atoms 1 to 4: 0.38, 0.05, 0.33, -0.51


Question: Which formula does entry 4 have?
Answer: C3H10NS


What did the fourth record say?
Entry from the Open Molecules 2025 dataset: a gas-phase ion, C3H10NS (charge +1) at a distorted geometry (ωB97M-V/def2-TZVPD).

Geometry as ORCA input:
```
! wB97M-V def2-TZVPD RIJCOSX def2/J DEFGRID3
* xyz 1 1
H -0.8014 -1.2088 -1.3822
S -0.0094 0.1879 0.4957
H -1.6518 2.4329 0.8397
N 0.6583 -2.5636 -0.6869
H 0.6107 -3.0179 0.2573
H 0.3755 2.7010 -0.1693
H 1.9095 1.7863 -0.4974
H -1.2038 1.4905 2.3641
H 0.8728 -0.7220 -1.7379
H -2.4596 0.8233 1.4493
C 0.2293 -1.2607 -0.9981
C -1.5890 1.4691 1.4034
H 0.4652 1.4942 -1.5616
H 0.2172 -3.2102 -1.3631
C 0.8944 1.8532 -0.6255
*
```

Calculated values
**HOMO-LUMO gap**: 8.06 eV

Atomic partial charges in e from the Mulliken method, atoms 1 to 4: 0.38, 0.05, 0.33, -0.51